1.
17
Properties=species:S:1:pos:R:3 method="wB97M-V/def2-TZVPD" total_charge=-1
C -0.082 2.121 2.961
C 0.538 0.798 2.396
C -0.313 -0.017 1.438
S 0.530 -1.476 0.609
H -0.569 1.693 3.943
H 0.557 2.999 3.104
H -1.049 2.518 2.422
H 0.943 -0.002 3.069
H 1.555 0.954 1.892
H -1.298 -0.490 1.881
H -0.655 0.550 0.647
H -0.821 1.341 -4.508
H -0.777 -0.063 -4.094
O -0.890 0.488 -4.873
H 0.115 -0.787 -1.094
H -0.852 -0.943 -2.279
O 0.080 -0.684 -2.063

=====

2.
17
Properties=species:S:1:pos:R:3 method="wB97M-V/def2-TZVPD" total_charge=-1
C 1.036 -1.409 -1.074
C 0.338 -0.130 -0.638
C 1.058 0.501 0.560
S 0.068 1.792 1.364
H 0.894 -1.655 -2.154
H 0.821 -2.358 -0.574
H 2.117 -1.335 -1.015
H 0.330 0.703 -1.341
H -0.731 -0.386 -0.545
H 2.027 0.896 0.220
H 1.256 -0.233 1.353
H -0.518 -0.417 -2.981
H -1.733 0.322 -2.435
O -1.447 -0.254 -3.136
H -0.965 -0.871 1.682
H -0.409 -1.798 2.823
O -0.982 -1.780 2.040

=====

3.
19
Properties=species:S:1:pos:R:3 method="wB97M-V/def2-TZVPD" total_charge=-1
C -0.072 0.282 0.981
C 0.882 -0.752 1.542
O 1.234 -1.795 0.564
C -1.497 -0.285 1.051
S -2.507 0.172 -0.372
S -2.372 2.143 -0.834
H 0.178 0.593 -0.030
H -0.042 1.175 1.619
H 1.813 -0.359 1.960
H 0.404 -1.434 2.253
H -1.962 0.193 1.917
H -1.553 -1.344 1.247
H -1.106 0.197 -2.155
H 0.076 0.978 -2.936
H 0.871 -1.547 -0.290
O -0.511 0.200 -2.923
H 1.395 0.355 -1.564
H 2.435 0.775 -0.569
O 2.335 0.453 -1.463

=====

Results for total energy: -669.56248; -669.59149; -1143.03503 (in Eh, following the order of the records).
Results for HOMO energy: -2.941; -2.687; -2.753 (in eV, following the order of the records).
Results for frontier orbital gap: 6.72; 6.48; 6.18 (in eV, following the order of the records).